# 1
41
Properties=species:S:1:pos:R:3:lowdin_charge:R:1 method="wB97M-V/def2-TZVPD" lumo_energy_ev=2.853 orbital_gap_ev=8.1 total_charge=-1
O 2.322 2.719 1.018 0.089
C 2.386 2.354 -0.110 -0.545
F 2.951 3.275 -1.023 -0.029
C 2.009 1.116 -0.812 -0.286
Nb 0.370 -0.360 -0.100 1.140
O -1.232 0.595 -0.799 -0.232
B -1.739 1.736 -0.256 -1.022
O -2.093 1.853 1.086 0.094
O -1.941 2.857 -1.048 0.149
H 1.779 1.390 -1.847 0.042
H 2.915 0.501 -0.841 0.020
H 0.384 0.373 1.581 -0.095
H -0.520 -1.759 0.662 -0.150
H 0.780 -1.443 -1.575 -0.131
H 1.702 -1.242 0.696 -0.162
H -1.380 2.149 1.647 0.078
H -1.708 2.660 -1.954 0.086
C 6.274 -1.353 -1.381 -0.066
C 5.147 -2.274 -0.935 -0.509
C 5.285 -3.666 -1.534 -0.067
O 3.878 -1.716 -1.225 -0.104
H 6.248 -1.235 -2.469 0.077
H 6.158 -0.369 -0.927 0.078
H 7.251 -1.754 -1.106 0.073
H 5.155 -2.349 0.156 0.140
H 5.233 -3.607 -2.626 0.077
H 4.473 -4.304 -1.186 0.079
H 6.238 -4.125 -1.263 0.073
H 3.782 -1.620 -2.180 0.087
C -6.836 1.665 2.239 -0.069
C -5.783 0.572 2.136 -0.496
C -5.069 0.602 0.799 -0.055
O -6.370 -0.709 2.391 -0.059
H -7.596 1.525 1.463 0.076
H -7.327 1.637 3.212 0.073
H -6.389 2.651 2.098 0.078
H -5.052 0.698 2.937 0.141
H -5.788 0.429 -0.010 0.083
H -4.300 -0.168 0.753 0.091
H -4.587 1.567 0.642 0.074
H -7.008 -0.874 1.688 0.079

***

# 2
37
Properties=species:S:1:pos:R:3:lowdin_charge:R:1 method="wB97M-V/def2-TZVPD" lumo_energy_ev=-2.772 orbital_gap_ev=8.5 total_charge=+1 e_above_lowest_ev=0.0000
Br 2.961 10.900 -8.133 -0.319
C 5.041 8.803 -10.760 -0.044
C 6.041 8.353 -9.708 -0.329
C 7.457 8.232 -10.195 -0.196
O 8.239 7.992 -9.038 -0.208
C 9.590 7.637 -9.300 -0.073
N 5.992 9.266 -8.520 0.204
H 6.092 8.725 -7.660 0.167
H 6.801 9.890 -8.509 0.169
H 5.113 9.804 -8.384 -0.036
H 5.155 9.849 -11.049 0.098
H 4.042 8.741 -10.327 0.041
H 5.126 8.192 -11.656 0.095
H 5.744 7.370 -9.342 0.155
H 7.855 9.122 -10.702 0.146
H 7.563 7.396 -10.895 0.144
H 10.104 7.666 -8.343 0.095
H 10.073 8.368 -9.955 0.096
H 9.658 6.632 -9.722 0.096
C -0.865 8.996 -7.981 -0.026
C -0.163 7.673 -8.265 -0.326
C -0.875 6.781 -9.240 -0.165
O -0.019 5.628 -9.309 -0.216
C -0.541 4.579 -10.092 -0.096
N 1.202 7.990 -8.802 0.198
H 1.658 8.668 -8.176 0.006
H 1.804 7.190 -8.993 0.159
H 1.061 8.482 -9.688 0.158
H -0.222 9.710 -7.463 0.077
H -1.701 8.829 -7.304 0.098
H -1.243 9.456 -8.895 0.097
H -0.056 7.148 -7.318 0.161
H -0.903 7.178 -10.263 0.141
H -1.853 6.430 -8.909 0.147
H -0.855 4.937 -11.077 0.094
H -1.391 4.074 -9.620 0.097
H 0.231 3.821 -10.203 0.094

***

# 3
41
Properties=species:S:1:pos:R:3:lowdin_charge:R:1 method="wB97M-V/def2-TZVPD" lumo_energy_ev=2.924 orbital_gap_ev=9.0 total_charge=-1 e_above_lowest_ev=0.0000
Br -1.436 -0.181 0.539 0.065
C 0.907 3.011 1.016 -0.245
C 1.691 2.367 -0.123 -0.258
O 1.543 2.962 -1.402 -0.076
O -0.479 3.025 0.723 -0.122
H 1.282 4.001 1.272 0.113
H 1.135 2.353 1.862 0.092
H 1.449 1.305 -0.237 0.099
H 2.766 2.288 0.066 0.115
H 0.812 2.556 -1.879 0.056
H -0.841 2.121 0.711 -0.069
C -2.861 2.646 -2.227 -0.271
C -2.143 1.684 -3.188 -0.232
O -0.969 1.011 -2.695 -0.128
O -2.216 3.854 -1.964 -0.062
H -3.023 2.121 -1.282 0.102
H -3.800 2.811 -2.767 0.110
H -1.824 2.212 -4.090 0.113
H -2.778 0.852 -3.511 0.111
H -1.211 0.480 -1.916 -0.034
H -1.749 3.799 -1.111 0.072
C 0.943 -2.012 3.426 -0.241
C 1.456 -0.564 3.538 -0.242
O 1.464 0.007 2.248 -0.132
O 1.921 -2.899 2.885 -0.080
H 0.005 -2.017 2.867 0.095
H 0.795 -2.381 4.449 0.107
H 2.476 -0.525 3.922 0.116
H 0.820 0.018 4.213 0.114
H 0.556 -0.005 1.898 -0.070
H 1.571 -3.791 2.876 0.073
C -0.420 -3.852 -0.806 -0.256
C 1.003 -3.244 -0.761 -0.225
O 1.601 -3.380 -2.059 -0.082
O -1.354 -2.941 -1.376 -0.140
H -0.777 -4.055 0.211 0.105
H -0.446 -4.752 -1.418 0.111
H 1.567 -3.812 -0.025 0.106
H 0.841 -2.188 -0.541 0.098
H 1.155 -2.697 -2.573 0.081
H -1.432 -2.187 -0.767 -0.090

***

# 4
38
Properties=species:S:1:pos:R:3:lowdin_charge:R:1 method="wB97M-V/def2-TZVPD" lumo_energy_ev="-10.874 / -10.318" orbital_gap_ev="8.7 / 10.4" total_charge=+3 spin_multiplicity=2 e_above_lowest_ev=0.0000 s2=0.76
Co -0.750 -0.371 -0.331 0.686
C -2.352 1.516 1.177 -0.126
C -3.228 0.506 0.468 -0.122
N -2.476 -0.788 0.370 -0.100
C -2.407 -1.535 1.674 -0.117
C -1.031 -2.143 1.826 -0.136
N -0.021 -1.126 1.403 -0.092
C 0.101 0.021 2.357 -0.128
C 0.110 1.363 1.634 -0.147
N -0.968 1.427 0.612 -0.092
H -2.756 2.519 1.052 0.149
H -2.305 1.331 2.250 0.126
H -4.182 0.360 0.977 0.152
H -3.446 0.832 -0.551 0.139
H -2.975 -1.375 -0.298 0.159
H -2.636 -0.834 2.475 0.124
H -3.176 -2.306 1.705 0.153
H -0.864 -2.476 2.852 0.149
H -0.913 -3.010 1.174 0.137
H 0.878 -1.591 1.336 0.139
H -0.722 -0.034 3.068 0.124
H 1.015 -0.076 2.942 0.147
H 0.018 2.174 2.359 0.149
H 1.058 1.505 1.111 0.120
H -0.800 2.243 0.031 0.141
N 4.245 0.622 -3.085 0.219
C 2.905 -0.080 -3.062 -0.113
C 2.069 0.300 -1.833 -0.199
N 0.740 -0.381 -1.859 -0.004
H 4.790 0.317 -3.899 0.193
H 4.816 0.421 -2.259 0.186
H 4.156 1.640 -3.160 0.187
H 3.117 -1.148 -3.092 0.148
H 2.403 0.198 -3.988 0.149
H 1.885 1.375 -1.814 0.132
H 2.580 0.029 -0.909 0.127
H 0.887 -1.378 -2.029 0.119
H 0.237 -0.049 -2.684 0.122

***

# 5
55
Properties=species:S:1:pos:R:3:lowdin_charge:R:1 method="wB97M-V/def2-TZVPD" lumo_energy_ev="-4.622 / -9.531" orbital_gap_ev="8.6 / 3.7" total_charge=+1 spin_multiplicity=2 s2=0.76
Hg 0.582 -0.081 -0.065 1.251
N -3.255 1.170 -2.532 -0.112
S -3.509 2.536 -2.095 0.490
O -2.490 3.305 -1.386 -0.116
O -4.894 2.920 -1.892 -0.034
F -3.227 3.080 -3.604 -0.161
S -3.109 0.461 -0.967 0.726
O -4.159 0.739 0.040 -0.210
O -1.683 0.337 -0.548 -0.345
F -3.516 -1.076 -1.378 -0.161
N 2.651 -0.193 0.314 -0.378
S 4.090 -0.314 -0.647 0.561
O 4.866 -1.519 -0.487 -0.218
O 4.758 0.912 -0.910 -0.216
F 3.334 -0.611 -2.049 -0.202
S 3.553 -0.170 1.572 0.475
O 4.278 1.050 1.882 -0.232
O 4.132 -1.418 2.089 -0.245
F 2.244 0.009 2.535 -0.241
C -1.679 -3.488 1.909 -0.056
C -1.790 -2.115 1.270 -0.269
O -0.568 -1.381 1.548 -0.156
H -0.764 -4.007 1.622 0.069
H -2.558 -4.046 1.588 0.098
H -1.558 -3.354 2.984 0.089
H -2.570 -1.566 1.797 0.123
H -1.947 -2.183 0.193 0.088
H -0.367 -1.444 2.485 0.104
C 0.218 -4.305 -1.307 -0.058
C 1.050 -3.085 -1.344 -0.297
O 0.241 -1.907 -1.335 -0.155
H 0.899 -5.151 -1.395 0.105
H -0.455 -4.142 -2.149 0.092
H -0.298 -4.409 -0.353 0.062
H 1.586 -3.090 -2.293 0.126
H 1.857 -3.242 -0.628 0.135
H -0.231 -1.885 -2.171 0.113
C -0.313 1.745 3.734 -0.063
C -0.763 1.936 2.290 -0.294
O 0.265 1.993 1.319 -0.132
H 0.133 0.789 4.010 0.065
H -1.112 1.933 4.451 0.085
H 0.437 2.474 4.040 0.085
H -1.224 2.922 2.220 0.123
H -1.555 1.233 2.035 0.097
H 0.718 2.837 1.380 0.114
C 0.480 3.714 -1.639 -0.055
C 1.363 2.512 -2.066 -0.287
O 0.632 1.331 -2.042 -0.141
H -0.195 3.988 -2.450 0.071
H 1.153 4.561 -1.505 0.092
H -0.104 3.422 -0.766 0.044
H 2.157 2.385 -1.330 0.105
H 1.840 2.719 -3.023 0.134
H 0.372 1.167 -2.952 0.115

***

# 6
41
Properties=species:S:1:pos:R:3:lowdin_charge:R:1 method="wB97M-V/def2-TZVPD" lumo_energy_ev=3.175 orbital_gap_ev=9.8 total_charge=-1 e_above_lowest_ev=0.1917
F -0.492 -0.138 -0.116 -0.434
C 2.146 0.620 -2.585 -0.277
C 2.086 -0.869 -2.334 -0.255
O 0.748 -1.327 -2.250 -0.075
O 1.534 1.429 -1.610 -0.062
H 1.717 0.795 -3.591 0.111
H 3.165 0.972 -2.796 0.110
H 2.596 -1.154 -1.404 0.111
H 2.575 -1.370 -3.173 0.114
H 0.398 -1.034 -1.385 0.029
H 0.796 0.925 -1.218 0.050
C -1.876 1.045 2.935 -0.281
C -1.976 2.187 1.918 -0.247
O -0.807 2.277 1.118 -0.087
O -1.897 -0.233 2.359 -0.068
H -2.718 1.080 3.631 0.108
H -0.989 1.249 3.553 0.107
H -2.148 3.117 2.451 0.110
H -2.787 1.905 1.235 0.115
H -0.659 1.408 0.698 0.024
H -1.330 -0.263 1.560 0.049
C -3.438 -1.462 -1.636 -0.247
C -2.918 -0.238 -2.406 -0.257
O -2.602 0.836 -1.553 -0.078
O -2.361 -2.091 -0.966 -0.079
H -3.869 -2.156 -2.361 0.107
H -4.171 -1.182 -0.877 0.112
H -3.691 0.110 -3.097 0.108
H -2.056 -0.545 -3.008 0.116
H -1.876 0.605 -0.952 0.030
H -1.764 -1.375 -0.700 0.027
C 2.259 -0.240 1.766 -0.257
C 3.490 -0.638 2.557 -0.234
O 4.552 -1.112 1.716 -0.081
O 1.627 -1.342 1.130 -0.079
H 2.473 0.495 0.978 0.117
H 1.541 0.212 2.465 0.115
H 3.225 -1.326 3.355 0.117
H 3.903 0.268 3.019 0.110
H 4.663 -0.466 1.015 0.073
H 0.929 -0.973 0.559 0.028

***

Electronic energy per entry: -25915.749; -85796.953; -95109.458; -53736.289; -94604.118; -27784.242 eV